DFT (the ωB97M-V functional and the def2-TZVPD basis) results for an isolated molecule of C19H19N3O4S2.

The geometry in XYZ format:
```
47
Properties=species:S:1:pos:R:3
C -0.913 3.902 -3.890
C -0.489 3.749 -2.461
C 0.744 4.232 -2.034
C 1.137 4.112 -0.719
C 0.298 3.500 0.211
O 0.792 3.411 1.491
C -0.079 2.994 2.524
C 0.621 3.272 3.854
C -0.402 1.493 2.456
O -1.411 1.031 2.934
N 0.592 0.790 1.847
C 0.677 -0.573 1.592
C 1.779 -1.032 0.865
C 1.915 -2.377 0.588
C 0.950 -3.260 1.037
S 1.143 -4.985 0.653
O 0.084 -5.747 1.235
O 2.498 -5.392 0.857
N 0.969 -4.967 -1.038
C -0.254 -4.943 -1.639
N -0.494 -5.330 -2.843
C -1.797 -5.135 -3.173
C -2.570 -4.587 -2.207
S -1.632 -4.288 -0.780
C -0.142 -2.824 1.761
C -0.285 -1.478 2.042
C -0.931 3.008 -0.201
C -1.312 3.139 -1.527
H -1.204 4.934 -4.086
H -0.094 3.654 -4.563
H -1.760 3.260 -4.116
H 1.403 4.710 -2.744
H 2.091 4.488 -0.384
H -1.025 3.551 2.484
H -0.019 2.958 4.674
H 0.828 4.335 3.944
H 1.561 2.728 3.902
H 1.356 1.354 1.489
H 2.522 -0.329 0.519
H 2.761 -2.757 0.038
H 1.696 -5.431 -1.561
H -2.122 -5.425 -4.155
H -3.612 -4.348 -2.233
H -0.867 -3.547 2.098
H -1.132 -1.120 2.604
H -1.599 2.517 0.490
H -2.273 2.752 -1.833
```

HOMO energy: -8.6 eV
HOMO-LUMO gap: 8.86 eV
energy: -54342.3180 eV
SMILES: Cc1ccc(O[C@H](C)C(=O)Nc2ccc(S(=O)(=O)Nc3nccs3)cc2)cc1
energy relative to the best compared isomer or geometry (same formula, charge and spin): 21.7 kcal/mol

Atom charges from the natural (NBO) analysis, given in e for atoms 1 to 4: atom 1 (C): -0.62, atom 2 (C): -0.04, atom 3 (C): -0.18, atom 4 (C): -0.28

=====

DFT (the ωB97M-V functional and the def2-TZVPD basis) results for a structure of composition CH14F3NaO10S.

The geometry in XYZ format:
```
30
Properties=species:S:1:pos:R:3
Na -3.153 -1.834 -2.995
C -0.551 0.919 0.072
F 0.536 1.487 0.559
F -1.466 0.817 1.037
F -1.036 1.678 -0.905
S -0.218 -0.850 -0.545
O 1.034 -0.747 -1.260
O -0.131 -1.664 0.656
O -1.342 -1.159 -1.445
O 1.843 -1.684 -3.596
H 2.565 -2.234 -3.278
H 1.654 -1.070 -2.852
O 1.230 4.368 1.542
H 0.820 3.520 1.354
H 2.175 4.202 1.468
O 3.664 -0.715 -0.352
H 2.731 -0.840 -0.601
H 3.769 0.237 -0.268
O -2.973 -3.041 0.183
H -2.421 -3.825 0.087
H -2.469 -2.335 -0.245
O -0.008 0.607 3.721
H -0.339 1.215 3.056
H -0.675 0.622 4.418
O -1.204 3.134 -3.212
H -0.949 2.307 -3.634
H -1.954 2.905 -2.656
O -0.342 -2.284 3.504
H -0.145 -1.339 3.595
H -0.645 -2.396 2.596
```

HOMO energy: -10.0 eV
HOMO-LUMO gap: 7.62 eV
energy: -45144.1369 eV
energy relative to the best compared isomer or geometry (same formula, charge and spin): 47.2 kcal/mol

Atom charges from the natural (NBO) analysis, given in e for atoms 1 to 4: atom 1 (Na): 0.99, atom 2 (C): 0.73, atom 3 (F): -0.31, atom 4 (F): -0.32

=====

DFT (the ωB97M-V functional and the def2-TZVPD basis) results for a cluster of 2 separate species, C3H5BrClF in total.

The geometry in XYZ format:
```
11
Properties=species:S:1:pos:R:3
C -1.005 -0.828 -0.504
C 0.979 0.591 -0.054
C -0.338 0.232 0.346
F 0.787 -1.059 2.019
Cl 1.018 1.342 -1.790
Br -1.277 1.436 1.424
H -0.389 -1.742 -0.313
H -2.102 -0.830 -0.334
H -0.791 -0.327 -1.506
H 1.646 -0.183 0.147
H 1.471 1.368 0.565
```

HOMO energy: -10.3 eV
HOMO-LUMO gap: 8.09 eV
energy: -88471.0091 eV
energy relative to the best compared isomer or geometry (same formula, charge and spin): 74.8 kcal/mol

Atom charges from the natural (NBO) analysis, given in e for atoms 1 to 4: atom 1 (C): -0.74, atom 2 (C): -0.51, atom 3 (C): 0.34, atom 4 (F): -0.68

=====

DFT (the ωB97M-V functional and the def2-TZVPD basis) results for a cluster of 7 separate species, H12O5S2 in total.

The geometry in XYZ format:
```
19
Properties=species:S:1:pos:R:3
S -2.309 -1.303 1.358
S 1.428 0.671 -1.281
H -2.836 -1.246 2.604
H 2.532 0.832 -2.053
H -0.402 -0.951 1.689
H 0.764 0.058 2.064
O 0.561 -0.865 1.839
H 0.635 2.309 1.739
H 1.227 1.184 0.911
O 1.111 1.477 1.829
H -1.329 1.410 -1.294
H -2.000 0.678 -0.167
O -1.458 1.444 -0.332
H 1.730 -1.736 -0.860
H 1.223 -1.800 0.586
O 1.600 -2.350 -0.137
H -0.309 0.634 -2.630
H -1.019 -0.698 -2.912
O -1.151 0.253 -2.951
```

HOMO energy: -9.3 eV
HOMO-LUMO gap: 3.04 eV
energy: -32096.6195 eV
energy relative to the best compared isomer or geometry (same formula, charge and spin): 155.8 kcal/mol

Atom charges from the natural (NBO) analysis, given in e for atoms 1 to 4: atom 1 (S): -0.09, atom 2 (S): -0.20, atom 3 (H): 0.13, atom 4 (H): 0.13

=====

DFT (the ωB97M-V functional and the def2-TZVPD basis) results for a structure of composition C20H23CoN5O5.

The geometry in XYZ format:
```
54
Properties=species:S:1:pos:R:3
Co 0.026 0.314 0.761
C -1.076 0.560 3.286
C -2.205 1.018 2.380
N -1.671 1.310 1.017
C -2.603 0.898 -0.062
C -2.314 -0.534 -0.449
C -3.137 -1.387 -1.158
C -2.606 -2.599 -1.588
C -1.274 -2.917 -1.353
C -0.504 -2.016 -0.638
C 0.992 -2.046 -0.443
N 1.390 -1.097 0.626
C 1.585 -1.753 1.949
C 0.955 -0.921 3.054
N -0.349 -0.473 2.524
N -1.067 -0.907 -0.163
H -1.465 0.173 4.230
H -0.375 1.367 3.483
H -2.724 1.884 2.790
H -2.940 0.216 2.275
H -1.446 2.296 0.925
H -2.390 1.511 -0.939
H -3.645 1.053 0.223
H -4.155 -1.109 -1.392
H -3.230 -3.288 -2.142
H -0.842 -3.829 -1.739
H 1.447 -1.693 -1.371
H 1.367 -3.051 -0.247
H 2.201 -0.566 0.284
H 2.643 -1.929 2.141
H 1.095 -2.729 1.910
H 1.539 -0.029 3.263
H 0.840 -1.509 3.967
H -0.954 -1.286 2.417
O 2.383 0.538 -1.216
C 1.397 1.196 -1.544
O 0.260 1.175 -0.900
C 1.413 2.073 -2.748
C 2.528 2.043 -3.573
C 2.613 2.840 -4.715
C 1.539 3.654 -4.978
O 1.387 4.548 -5.992
C 0.032 4.993 -5.912
O -0.464 4.620 -4.626
C 0.423 3.691 -4.153
C 0.326 2.918 -3.031
H 3.346 1.388 -3.306
H 3.482 2.829 -5.357
H -0.557 4.495 -6.688
H 0.000 6.075 -6.015
H -0.533 2.969 -2.379
O 2.449 3.409 0.922
C 1.802 2.497 1.272
N 1.113 1.590 1.658
```

charge: +1
HOMO energy: -10.2 eV
HOMO-LUMO gap: 7.04 eV
energy: -76425.0534 eV
energy relative to the best compared isomer or geometry (same formula, charge and spin): 0.0 kcal/mol

Atom charges from the natural (NBO) analysis, given in e for atoms 1 to 4: atom 1 (Co): 1.09, atom 2 (C): -0.24, atom 3 (C): -0.23, atom 4 (N): -0.55

=====

DFT (the ωB97M-V functional and the def2-TZVPD basis) results for a structure of composition C40H33N3O2P2S2TeZr.

The geometry in XYZ format:
```
84
Properties=species:S:1:pos:R:3
Zr -0.228 -0.319 -1.500
Te 2.861 0.033 -0.649
C 4.070 1.680 -0.129
C 4.303 1.991 1.198
C 5.074 3.113 1.477
N 5.614 3.886 0.532
C 5.413 3.539 -0.742
C 4.647 2.447 -1.123
C 0.928 0.864 0.001
P 0.286 -0.411 1.131
C 0.554 -0.016 2.882
C 1.335 1.062 3.275
C 1.547 1.302 4.629
C 0.991 0.458 5.580
C 0.222 -0.632 5.184
C 0.011 -0.881 3.836
C -1.543 -0.102 1.023
C -2.431 -1.157 1.283
C -3.779 -0.917 1.436
C -4.283 0.377 1.293
C -3.427 1.427 1.012
C -2.058 1.190 0.896
P 1.026 2.608 -0.669
C -0.138 3.779 0.096
C -0.865 4.658 -0.709
C -1.585 5.702 -0.137
C -1.575 5.884 1.238
C -0.832 5.029 2.044
C -0.110 3.989 1.477
C 0.038 2.004 -2.148
C 0.794 1.318 -3.136
C 0.192 0.374 -3.988
C -1.172 0.114 -3.878
C -1.962 0.906 -3.022
C -1.365 1.838 -2.173
H 3.931 1.369 2.003
H 5.274 3.396 2.506
H 5.881 4.167 -1.493
H 4.512 2.220 -2.172
H 1.766 1.714 2.528
H 2.149 2.149 4.940
H 1.162 0.644 6.634
H -0.205 -1.293 5.929
H -0.579 -1.739 3.531
H -2.045 -2.165 1.398
H -4.450 -1.736 1.672
H -5.344 0.561 1.418
H -3.808 2.440 0.929
H -1.391 2.022 0.786
H -0.852 4.557 -1.790
H -2.145 6.379 -0.771
H -2.134 6.699 1.681
H -0.805 5.180 3.117
H 0.466 3.328 2.118
H 1.834 1.551 -3.248
H 0.783 -0.137 -4.730
H -1.643 -0.595 -4.537
H -3.032 0.822 -3.056
H -1.978 2.462 -1.546
O 3.462 -2.873 -2.028
C 2.911 -3.978 -1.465
C 3.704 -5.093 -1.209
C 3.164 -6.228 -0.642
C 1.808 -6.274 -0.327
C 1.024 -5.175 -0.582
C 1.549 -3.997 -1.147
C 0.608 -2.883 -1.392
O 0.988 -1.756 -2.029
N -0.620 -3.041 -1.009
N -1.535 -2.042 -1.443
C -2.723 -2.542 -1.614
S -4.068 -1.566 -2.092
C -5.124 -2.975 -2.541
C -4.822 -4.086 -1.560
S -3.021 -4.219 -1.364
H 4.387 -3.053 -2.214
H 4.758 -5.063 -1.469
H 3.801 -7.082 -0.445
H 1.376 -7.166 0.109
H -0.031 -5.202 -0.352
H -4.903 -3.261 -3.566
H -6.157 -2.639 -2.473
H -5.178 -5.044 -1.930
H -5.259 -3.896 -0.584
```

charge: +2
HOMO energy: -12.7 eV
HOMO-LUMO gap: 5.96 eV
energy: -99388.3370 eV
energy relative to the best compared isomer or geometry (same formula, charge and spin): 19.1 kcal/mol

Atom charges from the Mulliken analysis, given in e for atoms 1 to 4: atom 1 (Zr): 0.05, atom 2 (Te): 0.53, atom 3 (C): 0.42, atom 4 (C): -0.30